Density functional theory data (ωB97M-V/def2-TZVPD) for a structure of composition C81H85ClGe2NNiO2PS4.

XYZ file:
```
178
Properties=species:S:1:pos:R:3:lowdin_charge:R:1
Ni -1.306 -1.858 -0.618 -0.426
Cl 0.340 -3.095 0.109 0.873
C -0.031 -4.768 -0.110 -0.600
C 0.961 -5.678 0.211 -0.116
C 0.745 -7.042 0.058 -0.085
C -0.480 -7.467 -0.440 -0.096
C -1.465 -6.557 -0.760 -0.098
C -1.290 -5.170 -0.607 -0.309
P -2.564 -3.902 -0.970 1.120
C -4.160 -4.492 -0.238 -0.318
C -4.899 -3.576 0.514 -0.090
C -6.102 -3.937 1.094 -0.079
C -6.589 -5.232 0.956 -0.106
C -5.877 -6.142 0.191 -0.103
C -4.691 -5.771 -0.421 -0.089
C -3.093 -4.357 -2.689 -0.344
C -4.142 -3.578 -3.182 -0.101
C -4.608 -3.738 -4.473 -0.086
C -4.044 -4.701 -5.301 -0.104
C -3.006 -5.482 -4.824 -0.089
C -2.525 -5.306 -3.532 -0.107
H 1.909 -5.312 0.581 0.106
H 1.520 -7.751 0.313 0.097
H -0.662 -8.525 -0.591 0.096
H -2.389 -6.933 -1.167 0.078
H -4.508 -2.574 0.636 0.110
H -6.672 -3.210 1.660 0.102
H -7.523 -5.520 1.421 0.091
H -6.262 -7.145 0.042 0.093
H -4.207 -6.482 -1.073 0.082
H -4.574 -2.824 -2.531 0.115
H -5.400 -3.101 -4.845 0.099
H -4.399 -4.825 -6.317 0.093
H -2.549 -6.223 -5.469 0.097
H -1.699 -5.914 -3.188 0.089
C 6.309 -1.811 -1.149 -0.061
C 5.736 -0.447 -1.424 -0.274
C 5.651 0.511 -0.425 -0.013
C 5.100 1.762 -0.670 -0.225
C 5.069 2.811 0.402 -0.054
C 4.585 2.049 -1.940 -0.147
C 4.718 1.115 -2.973 -0.207
C 4.290 1.443 -4.380 -0.038
C 5.294 -0.120 -2.699 -0.024
C 3.978 3.380 -2.206 -0.258
C 4.720 4.264 -2.984 -0.065
C 4.206 5.502 -3.333 -0.099
C 2.957 5.858 -2.857 -0.059
C 2.224 4.994 -2.040 -0.250
C 2.715 3.725 -1.692 -0.245
Ge 1.330 2.186 -1.157 0.446
S -1.375 -0.107 -2.088 0.598
S -0.307 3.211 0.161 0.192
Ge -0.074 1.376 1.499 0.004
S -1.283 -0.435 1.447 0.231
S 2.099 1.097 0.810 0.141
C -0.291 2.119 3.402 -0.173
C 0.729 2.030 4.354 -0.223
C 0.555 2.533 5.643 -0.057
C -0.638 3.121 6.020 -0.087
C -1.659 3.213 5.093 -0.061
C -1.499 2.724 3.797 -0.223
C -2.663 2.917 2.889 -0.150
C -2.796 4.130 2.206 -0.230
C -1.810 5.247 2.412 -0.051
C -3.875 4.311 1.349 -0.012
C -4.848 3.336 1.204 -0.271
C -5.991 3.515 0.241 -0.063
C -4.760 2.186 1.978 -0.013
C -3.686 1.962 2.829 -0.212
C -3.640 0.726 3.680 -0.061
C 2.036 1.362 4.105 -0.181
C 2.172 0.012 4.430 -0.196
C 0.977 -0.743 4.936 -0.030
C 3.414 -0.596 4.291 -0.011
C 4.522 0.123 3.868 -0.273
C 5.859 -0.547 3.698 -0.055
C 4.377 1.475 3.588 -0.033
C 3.146 2.104 3.695 -0.259
C 2.982 3.559 3.370 -0.038
C 0.932 5.570 -1.566 -0.198
C -0.232 5.450 -2.322 -0.245
C -0.317 4.505 -3.486 -0.040
C -1.353 6.191 -1.955 -0.019
C -1.336 7.040 -0.863 -0.283
C -2.547 7.854 -0.490 -0.062
C -0.181 7.114 -0.091 -0.039
C 0.947 6.380 -0.422 -0.234
C 2.168 6.401 0.453 -0.023
H 6.729 -1.861 -0.145 0.063
H 7.095 -2.062 -1.865 0.069
H 5.529 -2.571 -1.232 0.076
H 6.010 0.282 0.572 0.095
H 5.753 2.563 1.214 0.062
H 4.060 2.865 0.814 0.021
H 5.326 3.788 -0.008 0.084
H 5.142 1.823 -4.952 0.078
H 3.515 2.208 -4.386 0.078
H 3.907 0.562 -4.895 0.070
H 5.391 -0.850 -3.496 0.113
H 5.702 3.967 -3.337 0.111
H 4.770 6.179 -3.965 0.085
H 2.528 6.820 -3.120 0.113
H 1.374 2.454 6.351 0.117
H -0.765 3.509 7.025 0.091
H -2.600 3.683 5.359 0.119
H -1.301 5.150 3.369 0.073
H -2.320 6.212 2.376 0.070
H -1.062 5.224 1.622 0.013
H -3.941 5.233 0.780 0.104
H -6.099 4.559 -0.056 0.065
H -6.932 3.177 0.679 0.067
H -5.813 2.922 -0.659 0.080
H -5.545 1.440 1.914 0.112
H -4.649 0.354 3.866 0.072
H -3.142 0.917 4.630 0.072
H -3.077 -0.050 3.158 -0.008
H 0.558 -0.257 5.819 0.089
H 1.241 -1.769 5.193 0.047
H 0.199 -0.753 4.168 0.057
H 3.521 -1.653 4.516 0.105
H 5.868 -1.521 4.186 0.066
H 6.663 0.061 4.114 0.073
H 6.067 -0.694 2.636 0.058
H 5.241 2.050 3.271 0.101
H 3.929 4.008 3.071 0.075
H 2.580 4.104 4.226 0.081
H 2.270 3.664 2.548 0.064
H 0.666 4.295 -3.904 0.074
H -0.968 4.900 -4.267 0.073
H -0.739 3.557 -3.139 0.071
H -2.261 6.091 -2.539 0.112
H -3.316 7.780 -1.259 0.068
H -2.286 8.906 -0.358 0.070
H -2.967 7.496 0.451 0.054
H -0.168 7.751 0.787 0.114
H 2.046 7.094 1.287 0.073
H 3.060 6.670 -0.115 0.079
H 2.329 5.399 0.856 0.072
C 1.328 -1.182 -3.195 -0.083
C 0.123 -2.058 -3.525 -0.540
C 0.491 -3.528 -3.253 -0.040
C -1.087 -1.695 -2.665 -0.700
C -0.193 -1.916 -5.015 -0.156
C 0.791 -2.219 -5.957 -0.046
C 0.556 -2.099 -7.316 -0.105
C -0.687 -1.690 -7.776 -0.124
C -1.678 -1.394 -6.855 -0.094
C -1.429 -1.489 -5.492 -0.022
H 1.432 -1.074 -2.115 0.064
H 1.209 -0.190 -3.624 0.067
H 2.246 -1.628 -3.575 0.071
H -0.392 -4.159 -3.338 0.056
H 0.890 -3.616 -2.248 0.035
H 1.248 -3.895 -3.948 0.076
H -1.993 -2.181 -3.027 -0.002
H 1.767 -2.548 -5.622 0.103
H 1.351 -2.317 -8.019 0.090
H -0.873 -1.596 -8.840 0.086
H -2.657 -1.077 -7.195 0.094
H -2.213 -1.208 -4.804 0.095
O -3.147 -3.219 3.582 0.121
C -2.234 -3.506 2.643 -0.473
O -2.364 -3.182 1.492 -0.087
C -1.053 -4.309 3.161 -0.241
N -1.408 -5.049 4.378 -0.029
C -0.175 -5.281 5.150 -0.190
C 0.884 -4.350 4.538 -0.155
C 0.073 -3.401 3.657 -0.146
H -0.694 -4.957 2.357 0.137
H -1.884 -5.912 4.152 0.120
H -2.822 -3.611 4.415 0.100
H 0.153 -6.326 5.113 0.104
H -0.381 -5.025 6.194 0.103
H 1.588 -4.916 3.926 0.108
H 1.448 -3.815 5.301 0.093
H 0.645 -2.957 2.849 0.097
H -0.366 -2.605 4.257 0.095
```

Calculated values
HOMO = -0.8 eV
Kohn-Sham gap = 4.3 eV
ΔE to the lowest compared entry with this formula, charge and spin = 0.00 kcal/mol
Charge = -2

Density functional theory data (ωB97M-V/def2-TZVPD) for a cluster of 16 separate species, C81H89N11O37S2 in total.

XYZ file:
```
220
Properties=species:S:1:pos:R:3:lowdin_charge:R:1
C 0.012 1.909 0.100 0.025
O 0.549 0.738 0.741 0.079
C 0.838 -0.300 0.225 -0.673
O 0.786 -0.625 -0.932 0.115
O 1.121 -1.246 1.216 -0.070
C 1.301 -2.627 0.903 -0.030
H -0.394 2.740 0.676 0.090
H -0.955 1.611 -0.306 0.072
H 0.782 2.259 -0.588 0.109
H 1.845 -3.096 1.722 0.071
H 1.827 -2.565 -0.050 0.092
H 0.316 -3.089 0.981 0.093
C -4.831 5.966 5.769 -0.049
O -5.059 5.530 4.454 0.010
C -4.609 6.137 3.398 -0.683
O -4.031 7.199 3.402 0.107
O -5.033 5.547 2.319 0.010
C -4.682 5.951 0.922 0.037
H -5.110 7.013 5.882 0.098
H -3.829 5.995 6.196 0.091
H -5.487 5.290 6.316 0.103
H -5.322 5.348 0.278 0.092
H -3.662 5.682 0.645 0.073
H -4.703 7.040 0.928 0.094
C 1.015 5.718 -1.406 -0.053
O 0.925 7.086 -0.967 0.001
C 0.137 7.260 0.147 -0.521
O -0.349 6.340 0.831 0.072
O -0.041 8.566 0.292 0.003
C -0.930 9.037 1.244 -0.052
H 1.338 5.906 -2.430 0.089
H 0.103 5.130 -1.507 0.069
H 1.843 5.164 -0.962 0.074
H -1.925 8.624 1.080 0.100
H -0.857 10.110 1.422 0.102
H -0.536 8.667 2.190 0.097
C -1.689 3.510 5.203 -0.119
C -1.384 4.495 4.381 -0.072
C -0.291 4.370 3.518 0.060
C 0.549 3.195 3.672 -0.119
C 0.306 2.282 4.672 0.016
C -0.922 2.386 5.392 -0.048
N 1.558 2.990 2.619 -0.285
O 2.455 2.141 2.729 0.074
O 1.576 3.777 1.636 0.003
H -2.684 3.432 5.615 0.113
H -1.996 5.382 4.318 0.105
H -0.125 5.055 2.700 0.085
H 0.995 1.459 4.795 0.113
H -1.079 1.708 6.219 0.106
C 1.193 -1.918 4.466 -0.050
C 0.802 -2.712 5.546 -0.039
C 1.835 -3.532 6.062 -0.007
C 3.125 -3.486 5.557 -0.141
C 3.450 -2.667 4.471 -0.008
C 2.503 -1.899 3.914 -0.072
N 4.128 -4.407 6.101 -0.351
O 3.807 -5.128 7.050 0.047
O 5.182 -4.511 5.528 0.097
H 0.385 -1.523 3.869 0.096
H -0.208 -2.788 5.921 0.078
H 1.543 -4.179 6.876 0.115
H 4.420 -2.529 4.018 0.122
H 2.706 -1.356 3.002 0.090
C -0.446 5.371 -7.628 -0.059
C -1.262 5.004 -6.560 -0.074
C -0.599 4.646 -5.415 -0.019
C 0.739 4.312 -5.366 -0.148
C 1.521 4.458 -6.511 0.021
C 0.928 5.058 -7.689 -0.025
N 1.315 3.689 -4.168 -0.269
O 0.535 3.558 -3.210 0.002
O 2.447 3.136 -4.088 0.056
H -1.014 5.757 -8.462 0.104
H -2.313 5.255 -6.580 0.100
H -1.188 4.499 -4.522 0.104
H 2.572 4.216 -6.448 0.113
H 1.660 5.107 -8.481 0.100
C 2.625 -0.742 -3.596 -0.030
C 3.631 0.214 -3.134 -0.043
C 4.959 0.062 -3.546 -0.009
C 5.316 -1.213 -4.118 -0.127
C 4.346 -2.176 -4.479 -0.019
C 3.033 -1.876 -4.275 -0.089
N 6.766 -1.470 -4.482 -0.316
O 7.008 -2.517 -5.115 0.048
O 7.617 -0.630 -4.145 0.050
H 1.588 -0.469 -3.472 0.072
H 3.420 1.197 -2.741 0.085
H 5.692 0.829 -3.342 0.112
H 4.746 -3.091 -4.890 0.116
H 2.325 -2.541 -4.745 0.104
C 2.264 -7.419 1.044 -0.061
C 1.290 -6.905 0.250 -0.074
C 1.663 -6.213 -0.932 0.016
C 2.985 -6.048 -1.349 -0.089
C 3.983 -6.488 -0.348 -0.011
C 3.620 -7.092 0.795 -0.071
N 3.319 -5.547 -2.679 -0.349
O 2.460 -5.364 -3.558 0.051
O 4.457 -5.350 -2.946 0.072
H 1.913 -7.964 1.908 0.094
H 0.272 -6.888 0.609 0.077
H 0.799 -5.822 -1.448 0.095
H 5.029 -6.266 -0.498 0.113
H 4.424 -7.341 1.472 0.114
C 4.573 7.898 2.118 -0.090
C 5.002 8.162 0.818 -0.053
C 4.861 7.126 -0.132 0.010
C 4.373 5.840 0.261 -0.102
C 4.056 5.633 1.628 -0.014
C 4.056 6.688 2.482 -0.092
N 4.393 4.723 -0.750 -0.344
O 4.820 3.650 -0.391 0.102
O 4.050 5.125 -1.847 0.065
H 4.496 8.750 2.776 0.106
H 5.277 9.159 0.505 0.104
H 5.065 7.325 -1.173 0.110
H 3.837 4.625 1.949 0.098
H 3.814 6.571 3.528 0.113
C -3.943 6.013 -3.490 -0.042
C -4.977 5.094 -3.730 -0.052
C -5.063 3.916 -2.963 -0.007
C -4.057 3.560 -2.027 -0.156
C -3.021 4.449 -1.841 -0.031
C -2.948 5.706 -2.486 -0.039
N -4.186 2.295 -1.329 -0.335
O -5.156 1.621 -1.551 0.092
O -3.275 1.947 -0.574 0.046
H -3.707 6.847 -4.134 0.103
H -5.663 5.305 -4.537 0.110
H -5.902 3.242 -3.046 0.107
H -2.206 4.102 -1.223 0.106
H -2.055 6.308 -2.406 0.098
C -6.011 -5.318 -2.161 -0.081
C -5.625 -4.866 -0.949 -0.078
C -4.326 -5.137 -0.537 0.009
C -3.436 -5.786 -1.385 -0.148
C -3.725 -6.063 -2.673 -0.016
C -5.035 -5.797 -3.057 -0.059
N -2.106 -6.157 -0.812 -0.285
O -1.579 -5.402 0.016 0.046
O -1.531 -7.186 -1.198 0.077
H -7.014 -5.181 -2.537 0.111
H -6.364 -4.372 -0.336 0.115
H -4.112 -4.891 0.493 0.100
H -3.025 -6.523 -3.355 0.133
H -5.434 -6.122 -4.006 0.109
C 0.423 -6.966 3.834 -0.069
C 1.549 -6.838 4.690 -0.068
C 1.552 -7.580 5.813 -0.009
C 0.578 -8.622 6.012 -0.103
C -0.609 -8.686 5.220 0.017
C -0.612 -7.866 4.106 -0.080
N 0.803 -9.534 7.142 -0.343
O 1.477 -9.134 8.112 0.055
O 0.083 -10.509 7.165 0.076
H 0.290 -6.323 2.976 0.093
H 2.366 -6.162 4.487 0.106
H 2.406 -7.582 6.474 0.112
H -1.415 -9.401 5.288 0.118
H -1.447 -7.792 3.425 0.096
C -4.485 -1.943 -2.795 -0.058
C -4.234 -2.625 -3.995 -0.089
C -2.979 -3.175 -4.189 -0.028
C -1.949 -3.011 -3.221 -0.099
C -2.202 -2.192 -2.092 -0.017
C -3.446 -1.680 -1.875 -0.066
N -0.564 -3.539 -3.463 -0.355
O 0.324 -3.041 -2.788 0.062
O -0.392 -4.316 -4.323 0.114
H -5.476 -1.534 -2.669 0.109
H -4.946 -2.858 -4.773 0.109
H -2.814 -3.675 -5.132 0.117
H -1.391 -1.996 -1.407 0.108
H -3.686 -1.010 -1.062 0.102
C -3.110 -0.946 4.646 -0.043
C -3.236 -1.460 3.336 -0.048
C -3.248 -2.825 3.176 -0.024
C -3.131 -3.720 4.225 -0.111
C -2.892 -3.175 5.496 -0.033
C -2.831 -1.825 5.698 -0.089
N -3.362 -5.175 3.974 -0.343
O -2.913 -5.578 2.914 0.049
O -3.807 -5.885 4.829 0.112
H -3.109 0.125 4.780 0.093
H -3.160 -0.821 2.469 0.108
H -3.416 -3.211 2.181 0.106
H -2.837 -3.818 6.363 0.123
H -2.485 -1.502 6.669 0.111
O -4.813 1.899 -4.942 -0.327
S -3.778 1.952 -6.031 0.735
O -3.489 3.147 -6.872 -0.319
O -2.298 1.533 -5.422 -0.284
C -2.234 0.393 -4.523 -0.252
C -1.063 0.710 -3.692 -0.061
C -4.085 0.471 -7.081 -0.095
H -1.990 -0.380 -5.251 0.124
H -3.127 0.278 -3.909 0.109
H -0.731 -0.227 -3.244 0.058
H -1.231 1.330 -2.811 0.078
H -0.172 1.058 -4.214 0.085
H -3.125 0.110 -7.450 0.074
H -4.908 0.673 -7.767 0.073
H -4.481 -0.265 -6.382 0.049
O 6.629 -2.206 1.065 -0.291
S 5.239 -2.451 0.655 0.687
O 4.445 -3.498 1.338 -0.311
O 4.311 -1.072 0.915 -0.288
C 4.915 0.203 0.609 -0.266
C 5.423 0.849 1.878 -0.066
C 5.141 -2.569 -1.103 -0.109
H 4.079 0.846 0.336 0.109
H 5.659 0.113 -0.183 0.116
H 5.526 1.932 1.824 0.073
H 6.399 0.421 2.106 0.074
H 4.768 0.497 2.675 0.073
H 5.150 -3.601 -1.456 0.061
H 5.883 -1.869 -1.486 0.070
H 4.122 -2.253 -1.329 0.069
```

Calculated values
HOMO = -9.4 eV
Kohn-Sham gap = 8.1 eV

Record order is preserved below.
Maximum force: 2.446, 9.482 eV Å⁻¹